Molecular formula: C41H41KN12OP
Method: DFT, ωB97M-V/def2-TZVPD

## Properties
energy	-88723.121	eV
gap between HOMO and LUMO	8.781	eV
energy above the lowest of the compared OMol25 structures with the same formula, charge and spin	14.9	kJ/mol
LUMO level	-2.0	eV
molecular weight	787.934	g/mol
net charge	+1

Each line ends with the Mulliken charge.
Element x y z (Å)
K: -0.213 0.072 0.133  1.770
C: 1.777 -4.407 0.893  -0.955
C: 2.414 -4.224 2.108  -0.780
C: 2.829 -2.951 2.457  -0.921
C: 2.593 -1.898 1.580  0.804
N: 1.960 -2.066 0.416  -0.001
C: 1.572 -3.298 0.088  -0.094
C: 3.059 -0.516 1.909  0.449
C: 4.165 -0.330 2.735  -1.114
C: 4.601 0.957 2.982  -0.959
C: 3.940 2.013 2.384  -1.095
C: 2.847 1.743 1.567  0.142
N: 2.404 0.501 1.349  0.633
C: 2.179 2.863 0.829  1.004
C: 2.176 4.160 1.331  -0.942
C: 1.628 5.175 0.563  -0.714
C: 1.106 4.864 -0.682  -0.846
C: 1.128 3.537 -1.085  0.104
N: 1.639 2.555 -0.349  0.298
H: 1.445 -5.383 0.567  0.487
H: 2.587 -5.058 2.775  0.442
H: 3.308 -2.777 3.410  0.390
H: 1.071 -3.400 -0.867  0.310
H: 4.699 -1.177 3.140  0.476
H: 5.469 1.133 3.605  0.436
H: 4.295 3.025 2.511  0.489
H: 2.584 4.374 2.310  0.452
H: 1.614 6.193 0.930  0.430
H: 0.676 5.623 -1.323  0.478
H: 0.706 3.247 -2.045  0.150
C: -4.146 -4.127 -1.903  -0.779
N: -2.902 -3.374 -1.844  0.240
C: -1.960 -3.327 -2.834  -0.824
C: -0.954 -2.532 -2.365  -0.962
N: -1.255 -2.089 -1.106  1.003
C: -2.433 -2.610 -0.813  -0.564
P: -3.346 -2.497 0.752  -0.561
C: -3.906 -0.765 0.811  -0.209
N: -3.172 0.332 0.884  0.400
C: -4.058 1.362 1.037  -0.256
C: -5.340 0.886 1.049  -0.980
N: -5.239 -0.468 0.912  0.250
C: -6.363 -1.395 0.887  -0.747
C: -1.991 -2.449 1.962  -0.414
N: -1.078 -1.510 2.128  0.277
C: -0.357 -1.883 3.227  -0.686
C: -0.832 -3.063 3.726  -0.940
N: -1.873 -3.419 2.918  0.337
C: -2.697 -4.609 3.083  -0.856
H: -4.254 -4.527 -2.908  0.334
H: -4.998 -3.483 -1.695  0.236
H: -4.138 -4.950 -1.191  0.314
H: -2.092 -3.846 -3.769  0.453
H: -0.032 -2.251 -2.848  0.691
H: -3.736 2.386 1.133  0.385
H: -6.293 1.379 1.143  0.428
H: -7.282 -0.815 0.876  0.334
H: -6.355 -2.035 1.766  0.315
H: -6.331 -2.013 -0.007  0.215
H: 0.465 -1.291 3.598  0.618
H: -0.530 -3.671 4.562  0.449
H: -2.253 -5.225 3.860  0.324
H: -2.730 -5.183 2.160  0.317
H: -3.709 -4.341 3.376  0.317
O: 1.918 -1.057 -2.391  -0.542
C: 2.083 0.320 -2.735  0.895
C: 1.713 0.537 -4.185  -1.198
C: 0.238 0.284 -4.521  -0.752
C: -0.728 1.258 -3.897  0.561
C: -1.120 2.413 -4.571  -0.619
C: -2.050 3.261 -3.998  -0.774
C: -2.585 2.930 -2.761  -0.915
C: -2.130 1.772 -2.150  -0.328
N: -1.216 0.958 -2.685  0.243
H: 2.091 -1.165 -1.441  0.362
H: 3.122 0.626 -2.578  0.431
H: 1.466 0.943 -2.091  -0.588
H: 2.332 -0.112 -4.810  0.474
H: 1.978 1.567 -4.445  0.392
H: -0.039 -0.716 -4.192  -0.133
H: 0.113 0.312 -5.605  0.561
H: -0.704 2.627 -5.548  0.490
H: -2.368 4.159 -4.515  0.431
H: -3.330 3.551 -2.281  0.518
H: -2.511 1.473 -1.178  0.651
N: -3.035 6.609 0.023  -0.573
C: -2.585 5.795 0.698  -0.268
C: -1.998 4.767 1.518  0.200
C: -1.959 4.861 2.903  -0.399
C: -1.372 3.825 3.608  -1.202
C: -0.849 2.751 2.903  -0.513
N: -0.878 2.655 1.572  1.281
C: -1.448 3.646 0.900  0.061
H: -2.379 5.721 3.408  0.550
H: -1.318 3.845 4.688  0.470
H: -0.386 1.924 3.432  0.427
H: -1.476 3.564 -0.181  0.023